Here is a cluster of 2 separate species, C24H3BF15N4O5 in total at a distorted geometry from the OMol25 dataset. Energies are from the ωB97M-V functional and the def2-TZVPD basis.

Output
- Total charge: -1
- Energy relative to the best compared isomer or geometry (same formula, charge and spin): 295.3 kJ/mol
- HOMO-LUMO gap: 4.0 eV
- LUMO energy: 0.0 eV

Cartesian coordinates (Å):
O  -6.309  -2.552  -1.764
N  -5.872  -2.570  -0.595
O  -6.396  -3.203  0.349
C  -4.657  -1.854  -0.259
C  -4.042  -1.974  0.987
C  -2.814  -1.368  1.299
N  -2.268  -1.499  2.591
O  -2.935  -2.088  3.485
O  -1.126  -1.030  2.789
C  -2.080  -0.605  0.362
C  -2.714  -0.297  -0.902
N  -2.424  0.650  -1.789
O  -3.620  0.615  -2.632
N  -4.484  -0.331  -2.240
C  -3.964  -0.917  -1.173
H  -4.543  -2.611  1.744
H  -1.178  0.100  1.018
F  3.374  -4.714  0.649
C  2.697  -3.544  0.615
C  2.888  -2.585  1.605
F  3.750  -2.856  2.618
C  2.233  -1.353  1.499
F  2.402  -0.534  2.564
C  1.426  -0.978  0.394
B  0.992  0.445  0.062
C  1.374  1.595  1.037
C  0.546  2.266  1.937
F  -0.778  1.951  1.972
C  1.016  3.265  2.807
F  0.159  3.837  3.685
C  2.359  3.639  2.775
F  2.789  4.582  3.648
C  3.232  3.031  1.877
F  4.537  3.407  1.876
C  2.718  2.035  1.043
F  3.642  1.484  0.217
C  1.167  0.905  -1.393
C  0.486  2.040  -1.864
F  -0.320  2.679  -0.981
C  0.657  2.597  -3.136
F  -0.099  3.639  -3.537
C  1.638  2.089  -3.978
F  1.826  2.635  -5.198
C  2.416  1.017  -3.555
F  3.390  0.552  -4.377
C  2.180  0.463  -2.286
F  3.068  -0.517  -1.958
H  -1.149  -0.080  -0.125
C  1.181  -2.046  -0.497
F  0.299  -1.849  -1.508
C  1.783  -3.304  -0.415
F  1.544  -4.259  -1.340

Mulliken population analysis, charges in e, atoms 1 to 2: -0.60 0.88


Here is a structure of composition C24H40BrCa2ClF2N2O10S at a distorted geometry from the OMol25 dataset. Energies are from the ωB97M-V functional and the def2-TZVPD basis.

Output
- Total charge: +2
- HOMO-LUMO gap: 1.7 eV
- LUMO energy: -8.7 eV

Cartesian coordinates (Å):
C  2.416  1.688  3.166
C  3.097  0.255  2.923
C  2.059  -0.974  2.790
C  1.124  -0.945  1.480
C  1.684  0.000  0.286
C  -0.430  -0.662  1.745
C  -0.914  0.884  2.030
C  -0.903  0.990  3.621
N  -2.127  0.532  4.343
C  -2.258  0.850  1.158
C  -3.359  2.000  1.198
C  -3.205  3.121  2.320
C  -4.425  2.930  3.395
Cl  -4.052  3.632  5.054
C  -2.731  -0.708  1.300
S  -4.373  -1.232  0.650
O  -4.574  -0.828  -0.795
O  -5.520  -0.727  1.560
F  -4.535  -2.971  0.684
N  -1.469  -1.389  0.881
C  -1.169  -1.635  -0.561
C  -2.041  -2.837  -1.207
O  -2.158  -3.992  -0.649
F  -2.662  -2.612  -2.468
H  3.281  2.428  3.372
H  1.752  1.726  4.101
H  1.867  2.111  2.247
H  3.728  0.042  3.870
H  3.844  0.292  2.061
H  1.464  -1.129  3.771
H  2.724  -1.918  2.704
H  1.173  -2.016  1.036
H  2.828  -0.053  0.194
H  1.382  1.096  0.392
H  1.291  -0.338  -0.743
H  -0.594  -1.193  2.762
H  -0.231  1.727  1.681
H  -0.013  0.448  4.120
H  -0.749  2.104  3.899
H  -2.009  -0.500  4.439
H  -2.991  0.675  3.799
H  -1.840  0.948  0.080
H  -4.435  1.574  1.283
H  -3.349  2.531  0.173
H  -3.427  4.139  1.806
H  -2.181  3.234  2.799
H  -4.808  1.831  3.444
H  -5.312  3.530  2.960
H  -2.803  -1.048  2.406
H  -1.495  -2.359  1.286
H  -0.073  -1.967  -0.757
H  -1.316  -0.710  -1.239
C  3.092  -2.726  -0.827
O  1.917  -2.556  -1.155
O  3.793  -1.906  -0.195
O  3.765  -3.746  -1.072
Ca  -2.470  -5.217  0.820
O  4.771  -1.244  -2.496
C  5.906  -0.842  -2.567
O  6.239  0.448  -2.834
C  7.663  0.556  -2.955
C  8.216  -0.634  -2.207
C  7.146  -1.682  -2.424
H  7.925  0.539  -4.017
H  7.997  1.501  -2.524
H  9.205  -0.938  -2.553
H  8.290  -0.400  -1.140
H  7.305  -2.242  -3.349
H  7.066  -2.358  -1.573
O  -2.040  1.664  -3.137
C  -2.428  1.311  -4.225
O  -2.198  1.996  -5.374
C  -2.891  1.358  -6.455
C  -3.111  -0.065  -6.000
C  -3.265  0.094  -4.503
H  -3.830  1.890  -6.630
H  -2.284  1.409  -7.361
H  -3.965  -0.545  -6.482
H  -2.221  -0.665  -6.216
H  -4.300  0.300  -4.220
H  -2.885  -0.774  -3.966
Br  -1.561  4.251  1.120
Ca  -6.026  -1.353  3.669

Mulliken population analysis, charges in e, atoms 1 to 2: -0.79 -0.55


Here is a structure of composition C24H40CdN6Si3 at a distorted geometry from the OMol25 dataset. Energies are from the ωB97M-V functional and the def2-TZVPD basis.

Output
- Energy relative to the best compared isomer or geometry (same formula, charge and spin): 62.5 kJ/mol
- HOMO-LUMO gap: 8.9 eV
- LUMO energy: 0.5 eV

Cartesian coordinates (Å):
Cd  -14.362  -6.581  -10.136
C  -17.481  -6.100  -11.438
Si  -16.213  -5.357  -12.612
C  -16.791  -5.894  -14.319
C  -16.436  -3.500  -12.450
C  -14.413  -5.830  -12.198
C  -13.708  -4.520  -12.345
C  -13.409  -3.985  -13.653
C  -12.767  -2.785  -13.726
C  -12.480  -2.120  -12.519
C  -12.797  -2.716  -11.316
N  -13.422  -3.885  -11.230
Si  -13.366  -7.175  -12.996
C  -11.588  -6.574  -12.913
C  -13.355  -8.848  -12.129
C  -13.778  -7.655  -14.789
H  -18.374  -5.743  -11.905
H  -17.476  -5.712  -10.402
H  -17.458  -7.172  -11.441
H  -17.783  -5.440  -14.496
H  -16.894  -6.990  -14.460
H  -16.116  -5.573  -15.109
H  -17.506  -3.335  -12.581
H  -15.890  -2.880  -13.142
H  -16.119  -3.185  -11.445
H  -13.671  -4.532  -14.541
H  -12.472  -2.346  -14.675
H  -11.974  -1.156  -12.470
H  -12.550  -2.205  -10.356
H  -11.289  -6.451  -11.878
H  -11.322  -5.643  -13.417
H  -10.968  -7.352  -13.376
H  -13.269  -8.858  -11.045
H  -12.443  -9.301  -12.541
H  -14.239  -9.437  -12.402
H  -13.789  -6.862  -15.518
H  -14.650  -8.272  -14.866
H  -12.933  -8.305  -15.059
C  -15.763  -11.085  -6.251
Si  -15.304  -9.302  -5.714
C  -16.741  -8.661  -4.643
C  -13.715  -9.383  -4.675
C  -15.002  -8.309  -7.313
C  -14.821  -7.764  -8.403
H  -15.965  -11.644  -5.329
H  -14.943  -11.478  -6.856
H  -16.700  -11.078  -6.785
H  -16.896  -9.431  -3.871
H  -17.690  -8.600  -5.167
H  -16.530  -7.723  -4.158
H  -14.016  -9.919  -3.773
H  -13.275  -8.432  -4.431
H  -13.012  -10.002  -5.235
N  -15.969  -10.090  -10.087
C  -16.253  -11.379  -10.345
C  -17.023  -11.387  -11.480
C  -17.089  -10.027  -11.853
N  -16.428  -9.252  -11.006
H  -15.456  -9.658  -9.321
H  -15.916  -12.233  -9.748
H  -17.503  -12.193  -12.005
H  -17.610  -9.595  -12.679
N  -10.318  -2.804  -7.955
C  -11.432  -3.525  -7.664
C  -11.956  -4.414  -8.609
N  -12.958  -5.201  -8.303
C  -13.487  -5.105  -7.080
C  -12.983  -4.184  -6.187
N  -11.953  -3.389  -6.457
H  -10.147  -2.690  -8.952
H  -10.130  -1.991  -7.376
H  -11.543  -4.471  -9.600
H  -14.289  -5.783  -6.804
H  -13.387  -4.087  -5.168

Mulliken population analysis, charges in e, atoms 1 to 2: 1.00 -1.03